Record 1
55
Properties=species:S:1:pos:R:3:forces:R:3 method="wB97M-V/def2-TZVPD" homo_energy_ev=-2.48 orbital_gap_ev=3.750 lumo_energy_ev=1.3 e_above_lowest_kcal_mol=0.00 total_charge=-1
C -5.245 -0.758 -2.261 -0.033 0.291 0.010
C -4.233 -1.847 -1.963 0.122 0.244 -0.822
C -4.433 -2.467 -0.610 0.257 -0.045 0.574
O -2.895 -1.189 -2.047 -0.153 -1.182 0.298
C -1.869 -2.052 -2.040 -0.195 -0.508 1.114
N -0.651 -1.238 -1.858 1.617 0.595 -1.105
N 0.381 -1.854 -1.571 -1.128 -0.944 -1.306
C 1.718 -1.307 -1.818 0.227 0.098 2.285
O 2.534 -1.500 -0.933 -0.956 0.517 -1.376
O 1.929 -0.782 -3.015 0.680 0.163 0.281
C 3.317 -0.195 -3.204 -0.882 0.398 0.193
C 3.250 0.511 -4.541 -0.056 0.003 -0.215
C 4.389 -1.239 -3.134 0.204 -0.580 -0.007
O -1.908 -3.249 -2.195 0.149 1.252 -0.051
H -6.264 -1.160 -2.277 0.220 -0.114 0.080
H -5.206 0.017 -1.485 0.039 -0.106 -0.183
H -5.071 -0.294 -3.236 0.106 -0.045 0.151
H -4.258 -2.617 -2.745 0.106 0.185 0.147
H -5.422 -2.932 -0.535 0.104 0.132 -0.150
H -3.688 -3.248 -0.424 -0.147 0.216 0.063
H -4.361 -1.686 0.159 0.034 -0.267 -0.084
H 3.457 0.536 -2.396 -0.253 -0.250 -0.085
H 4.165 1.091 -4.707 -0.084 -0.149 0.104
H 3.164 -0.223 -5.352 -0.034 0.146 0.127
H 2.405 1.205 -4.600 0.093 -0.177 0.096
H 5.373 -0.760 -3.221 -0.230 -0.034 -0.044
H 4.348 -1.767 -2.175 0.103 0.104 -0.370
H 4.271 -1.946 -3.965 0.094 0.049 0.197
C 4.819 -0.582 2.515 -0.190 0.040 -0.004
C 3.792 -1.252 1.849 -0.037 0.075 0.112
C 2.459 -0.911 2.081 0.033 0.131 0.160
C 2.149 0.093 3.002 0.247 0.165 -0.272
S 0.418 0.460 3.386 0.552 1.136 -1.425
C -0.053 1.632 2.218 1.192 -0.557 0.152
C -1.324 2.209 2.192 -0.576 0.130 0.093
C -1.631 3.222 1.222 -0.156 -0.281 0.399
C -2.899 3.782 1.156 0.147 -0.254 0.223
C -3.910 3.378 2.043 -0.191 0.040 0.031
C -3.625 2.404 3.015 0.299 0.160 -0.323
C -2.368 1.831 3.102 -0.013 0.196 -0.245
O -0.268 -0.796 3.173 -0.392 -0.567 0.552
O 0.465 1.023 4.721 -0.264 -0.346 0.658
C 3.173 0.784 3.659 0.085 -0.164 -0.144
C 4.507 0.446 3.408 -0.209 -0.030 0.014
H 5.859 -0.863 2.331 -0.292 0.121 0.080
H 4.014 -2.048 1.141 -0.001 0.197 0.125
H 1.662 -1.427 1.547 0.166 0.149 0.254
H 0.747 1.958 1.557 -0.130 -0.095 0.164
H -0.820 3.520 0.550 -0.402 0.010 0.120
H -3.107 4.548 0.407 0.010 -0.138 0.139
H -4.907 3.815 1.988 0.229 -0.051 -0.027
H -4.394 2.086 3.719 0.079 0.111 -0.154
H -2.173 1.080 3.871 -0.019 0.226 -0.272
H 2.922 1.572 4.370 -0.014 -0.267 -0.210
H 5.301 0.985 3.925 -0.155 -0.132 -0.119

***

Record 2
60
Properties=species:S:1:pos:R:3:forces:R:3 method="wB97M-V/def2-TZVPD" homo_energy_ev=-7.11 orbital_gap_ev=5.183 lumo_energy_ev=-1.9 e_above_lowest_kcal_mol=1.81 total_charge=0
Ti 0.445 0.014 -0.681 0.543 -0.080 -0.408
C 3.266 -1.828 -1.271 0.025 -0.048 0.043
C 3.616 -0.387 -1.262 -0.093 0.044 0.029
C 4.945 0.024 -1.214 0.059 0.074 -0.042
C 5.251 1.365 -1.135 -0.012 -0.079 0.009
C 4.213 2.283 -1.129 0.021 -0.057 -0.141
C 2.918 1.819 -1.205 -0.080 0.054 0.037
N 2.608 0.503 -1.259 0.110 -0.134 0.230
C 1.762 2.730 -1.135 -0.061 -0.138 -0.075
C 1.838 4.052 -0.736 0.045 0.070 -0.051
C 0.663 4.745 -0.510 -0.007 -0.037 -0.023
C -0.552 4.098 -0.670 -0.026 0.102 -0.046
C -0.546 2.780 -1.078 -0.076 -0.041 -0.086
N 0.590 2.127 -1.349 -0.048 -0.102 0.438
C -1.755 1.939 -1.204 0.007 0.007 0.092
C -3.030 2.408 -0.979 -0.008 -0.003 -0.062
C -4.095 1.555 -1.235 -0.007 -0.031 -0.016
C -3.845 0.310 -1.769 -0.019 0.036 0.024
C -2.532 -0.124 -1.945 0.040 0.027 -0.015
C -2.254 -1.431 -2.603 -0.008 -0.005 0.015
N -1.504 0.662 -1.578 -0.130 -0.029 0.120
H 4.105 -2.441 -1.595 0.007 0.000 0.024
H 2.426 -2.041 -1.932 0.017 0.001 -0.033
H 2.977 -2.165 -0.271 -0.025 0.016 0.011
H 5.723 -0.726 -1.221 -0.015 -0.015 0.004
H 6.279 1.694 -1.071 -0.002 0.010 -0.004
H 4.412 3.342 -1.065 0.004 -0.003 -0.019
H 2.788 4.519 -0.527 -0.001 -0.002 -0.021
H 0.692 5.766 -0.160 0.002 -0.008 0.007
H -1.470 4.607 -0.420 -0.005 -0.022 -0.006
H -3.195 3.411 -0.617 -0.001 0.006 -0.013
H -5.111 1.881 -1.057 0.003 0.012 0.007
H -4.654 -0.346 -2.058 0.007 -0.017 -0.002
H -2.941 -1.563 -3.440 -0.003 0.007 -0.002
H -2.399 -2.265 -1.917 -0.013 -0.020 0.007
H -1.236 -1.492 -2.978 -0.003 0.013 0.001
C 1.816 -2.564 2.697 0.008 -0.002 -0.008
C 0.337 -2.571 3.002 -0.064 -0.112 -0.029
O -0.426 -3.060 1.870 0.280 0.113 -0.083
P -1.108 -2.042 0.827 -0.329 -0.198 0.311
O -0.082 -1.982 -0.487 0.144 0.664 -0.085
Te 0.332 -3.761 -1.755 -0.032 0.081 0.048
O -2.154 -3.087 0.175 -0.101 -0.058 -0.099
C -3.172 -3.691 0.990 0.012 0.012 -0.032
C -4.394 -2.801 1.080 0.005 -0.003 -0.005
H 2.370 -2.294 3.597 0.010 -0.001 -0.002
H 2.052 -1.825 1.931 -0.001 -0.018 -0.006
H 2.141 -3.547 2.356 -0.002 0.001 0.010
H -0.023 -1.582 3.292 -0.008 0.060 0.002
H 0.117 -3.266 3.811 -0.022 0.026 0.021
H -2.766 -3.914 1.978 0.014 0.005 -0.007
H -3.404 -4.636 0.502 -0.006 -0.013 0.013
H -4.137 -1.832 1.511 -0.013 0.003 0.012
H -5.151 -3.266 1.713 -0.006 -0.006 -0.007
H -4.825 -2.641 0.090 0.003 0.019 -0.002
Se -0.112 4.933 2.710 -0.024 0.058 0.073
Sb 0.354 2.981 3.986 0.096 -0.239 0.087
Se 0.673 0.712 1.357 -0.110 -0.229 -0.081
Se -1.447 1.610 4.707 0.144 0.102 -0.087
Se 2.612 2.301 4.337 -0.245 0.128 -0.074

***

Record 3
53
Properties=species:S:1:pos:R:3:forces:R:3 method="wB97M-V/def2-TZVPD" homo_energy_ev=-8.45 orbital_gap_ev=8.414 lumo_energy_ev=0.0 e_above_lowest_kcal_mol=56.05 smiles="CCN(CC)CCCN1C(=O)C(O)=C(C(=O)c2cccs2)[C@@H]1c1ccccn1" total_charge=0
C -3.396 -1.880 2.010 0.246 0.177 -0.170
H -3.161 -2.941 1.984 -0.032 -0.124 0.019
H -3.600 -1.599 3.040 -0.065 -0.005 0.115
H -4.295 -1.705 1.426 -0.129 -0.030 -0.018
C -2.222 -1.048 1.483 -0.120 -0.043 0.107
N -1.782 -1.330 0.124 -0.148 -0.136 -0.099
C -2.760 -1.016 -0.906 -0.113 0.152 0.012
H -3.700 -1.574 -0.756 0.068 -0.042 -0.068
C -3.102 0.469 -1.041 0.260 -0.184 -0.073
H -3.545 0.859 -0.124 -0.110 0.062 -0.011
H -3.855 0.553 -1.826 -0.066 0.022 0.033
C -1.917 1.362 -1.430 -0.505 0.047 0.012
N -1.077 1.717 -0.313 0.164 -0.032 0.063
C -1.396 2.654 0.598 -0.056 0.150 -0.040
O -2.366 3.393 0.628 -0.120 0.049 0.051
C -0.299 2.657 1.602 0.357 -0.516 0.034
C 0.595 1.688 1.293 -0.611 0.762 0.281
C 1.904 1.468 1.916 0.087 0.180 0.171
O 2.466 2.327 2.569 -0.123 -0.039 -0.078
C 2.561 0.177 1.664 0.280 -0.615 0.167
C 3.915 -0.009 1.569 -0.348 0.243 -0.015
C 4.274 -1.351 1.350 0.017 -0.163 -0.039
C 3.193 -2.176 1.314 -0.403 0.102 0.055
S 1.721 -1.329 1.522 0.572 0.147 0.141
H 3.174 -3.240 1.181 0.033 -0.232 -0.025
H 5.288 -1.689 1.234 0.152 -0.094 -0.025
H 4.613 0.806 1.638 0.078 0.182 0.041
C 0.134 1.005 0.026 0.289 -0.131 0.140
C 1.200 1.111 -1.041 -0.033 0.221 -0.200
N 1.798 -0.020 -1.385 -0.263 -0.190 0.107
C 2.779 0.024 -2.268 0.269 0.093 -0.248
C 3.213 1.198 -2.862 -0.027 0.005 0.039
C 2.578 2.381 -2.514 -0.051 -0.044 0.063
C 1.553 2.341 -1.585 0.086 -0.126 -0.072
H 1.038 3.238 -1.276 -0.059 0.116 0.045
H 2.882 3.319 -2.953 0.022 0.068 -0.035
H 4.021 1.188 -3.576 0.072 -0.023 -0.066
H 3.233 -0.930 -2.505 0.109 -0.041 -0.097
H -0.116 -0.057 0.168 0.096 0.337 -0.078
O -0.353 3.513 2.614 -0.001 0.038 -0.092
H -1.173 4.031 2.510 0.068 -0.121 -0.089
H -1.295 0.868 -2.179 0.015 0.065 -0.036
H -2.309 2.296 -1.843 0.108 -0.106 -0.052
H -2.336 -1.344 -1.857 -0.083 -0.042 -0.017
C -1.246 -2.676 -0.032 0.129 -0.033 -0.195
C -0.245 -2.773 -1.182 -0.206 -0.006 0.202
H -0.736 -2.713 -2.150 -0.019 -0.018 -0.136
H 0.491 -1.975 -1.115 0.069 0.022 -0.011
H 0.268 -3.730 -1.128 0.073 -0.153 -0.073
H -2.047 -3.419 -0.184 0.028 -0.007 0.137
H -0.726 -2.926 0.895 -0.095 -0.063 0.035
H -1.356 -1.202 2.135 -0.026 0.085 0.004
H -2.484 0.011 1.538 0.066 0.032 0.083

***

Record 4
54
Properties=species:S:1:pos:R:3:forces:R:3 method="wB97M-V/def2-TZVPD" homo_energy_ev=-7.73 orbital_gap_ev=8.291 lumo_energy_ev=0.6 e_above_lowest_kcal_mol=24.10 smiles="COc1ccc(-n2c(SCCNCCO)nc3sc4c(c3c2=O)CCCC4)cc1" total_charge=0
C 6.069 -2.950 -2.017 0.072 -0.118 -0.185
H 7.098 -3.234 -1.801 -0.077 -0.004 -0.063
O 5.631 -2.226 -0.892 -0.130 0.178 0.238
C 4.365 -1.737 -0.883 -0.185 0.071 0.024
C 3.439 -1.903 -1.908 0.368 -0.190 -0.038
C 2.172 -1.361 -1.790 -0.114 0.350 0.278
C 1.811 -0.663 -0.648 0.454 -0.201 -0.210
C 2.737 -0.481 0.372 -0.006 -0.142 -0.126
C 4.000 -1.014 0.255 0.079 -0.086 -0.050
H 4.732 -0.884 1.036 0.089 0.022 0.095
H 2.471 0.090 1.248 -0.031 0.061 0.068
N 0.502 -0.112 -0.538 -0.031 0.143 -0.048
C -0.585 -0.931 -0.539 -0.689 -0.163 0.086
N -1.812 -0.527 -0.513 -0.083 -0.435 -0.149
C -1.998 0.800 -0.437 0.469 0.617 0.053
C -0.978 1.740 -0.370 -0.498 -0.429 -0.001
C -1.475 3.073 -0.275 -0.237 0.124 0.049
C -2.832 3.115 -0.273 0.087 -0.350 -0.064
S -3.562 1.529 -0.387 0.444 0.212 0.023
C -3.652 4.356 -0.206 -0.085 0.157 0.062
C -2.779 5.521 0.265 -0.071 0.029 -0.247
C -1.462 5.543 -0.507 0.037 -0.032 0.286
C -0.633 4.303 -0.180 0.040 0.199 -0.166
H -0.233 4.377 0.837 0.097 0.033 -0.029
H 0.223 4.210 -0.849 0.004 0.032 0.098
H -1.675 5.567 -1.578 0.015 0.045 -0.074
H -0.895 6.441 -0.257 0.002 0.024 -0.073
H -2.568 5.407 1.330 -0.016 0.032 0.073
H -3.318 6.459 0.126 -0.018 0.003 0.074
H -4.059 4.575 -1.199 -0.059 0.041 0.041
H -4.501 4.212 0.467 -0.035 0.048 -0.027
C 0.389 1.296 -0.420 -0.214 0.096 -0.071
O 1.387 1.986 -0.376 0.141 0.127 0.047
S -0.290 -2.657 -0.538 0.078 -0.584 -0.069
C -1.918 -3.246 0.042 0.241 0.415 0.061
C -2.145 -2.877 1.498 -0.255 0.031 0.119
N -1.149 -3.481 2.378 0.121 -0.269 -0.330
H -0.349 -3.787 1.830 -0.105 0.067 0.135
C -0.691 -2.633 3.454 0.398 0.289 -0.097
C 0.260 -1.489 3.055 0.089 -0.418 0.318
O -0.468 -0.434 2.455 -0.192 0.271 -0.133
H 0.110 0.330 2.347 -0.044 -0.034 0.018
H 1.019 -1.873 2.355 -0.061 -0.018 0.121
H 0.771 -1.128 3.957 -0.005 -0.051 -0.036
H -0.159 -3.270 4.167 -0.038 0.132 0.095
H -1.564 -2.206 3.950 0.052 -0.001 0.136
H -3.134 -3.248 1.795 -0.008 0.099 -0.118
H -2.152 -1.786 1.589 -0.066 -0.186 -0.055
H -1.887 -4.326 -0.094 0.025 -0.048 -0.075
H -2.674 -2.800 -0.600 -0.039 -0.145 0.043
H 1.461 -1.480 -2.593 -0.070 0.005 -0.074
H 3.690 -2.442 -2.807 0.063 -0.064 -0.066
H 6.046 -2.337 -2.923 -0.015 -0.026 0.032
H 5.470 -3.853 -2.171 0.012 0.042 -0.001